Record 1
DFT (ωB97M-V/def2-TZVPD) results for C24H40N4O6PS4SbTl as an isolated structure in a non-equilibrium geometry.

Geometry (Å):
H -5.081 0.989 -4.579
C -1.627 3.014 4.270
P -2.806 0.213 -3.913
H -0.745 1.320 -2.686
H -0.230 0.249 5.677
H -1.344 -6.250 -0.036
C -2.471 2.021 -3.728
H 1.896 2.111 4.180
C 0.072 2.930 5.967
H 1.087 -5.322 2.515
H 0.743 2.361 6.601
H -1.585 0.369 4.528
H 5.043 -1.816 1.909
H 0.298 -6.143 -0.700
C -1.694 4.395 4.406
C 2.048 1.044 4.035
H -3.337 2.549 -3.335
H -1.575 -4.140 -1.358
C 0.006 4.309 6.099
H 6.150 0.049 0.711
O 0.030 1.202 2.256
H 3.132 -1.371 3.394
O -3.077 -0.311 -2.506
H 1.263 1.706 -3.508
H -2.220 2.422 -4.708
C 4.683 -0.801 2.029
H -1.564 2.461 -1.830
C 0.141 -4.817 2.317
H 0.883 -1.654 -5.688
C -0.594 -3.672 -1.239
C -0.296 -6.069 0.211
C 1.694 -1.279 -5.060
H -0.911 6.123 5.409
H -0.661 -5.354 2.826
H -6.177 -0.832 -3.630
H -2.291 2.501 3.581
S 1.619 2.349 -0.381
O -1.766 -0.407 -4.762
H 2.424 -0.788 -5.696
S -2.045 2.992 0.158
C 3.617 -0.548 2.879
C -0.624 0.794 4.817
C -0.734 2.269 5.042
H -4.563 -0.932 -2.902
H 0.033 -6.852 0.887
Tl -1.631 -0.422 -0.118
H -0.134 -2.586 -3.769
C -4.529 0.055 -4.651
H 3.487 2.820 2.593
C 3.176 0.758 3.082
N -5.189 -0.988 -3.800
H 0.771 1.429 -5.207
C -0.866 5.047 5.309
H 5.345 2.365 1.029
O -0.120 0.176 -2.311
Sb -0.063 3.456 1.176
C 0.252 -2.144 -2.846
C 5.306 0.245 1.360
C 3.805 1.800 2.412
S 1.198 4.131 -1.157
C -0.266 -3.602 0.255
H -2.412 4.954 3.817
H 2.213 0.559 5.001
H 0.142 -4.291 -1.754
H -5.061 -1.919 -4.189
N -0.112 -4.781 0.878
H -4.479 -0.254 -5.691
O -0.642 -2.372 -1.785
N 1.190 -0.306 -4.091
C 4.863 1.545 1.547
H 0.184 -3.799 2.688
H 2.187 -2.116 -4.568
S 0.489 0.335 3.417
H 2.459 1.226 -4.708
H -0.655 2.926 -3.126
O -0.174 -2.514 0.825
C 1.425 1.100 -4.395
N -1.296 2.206 -2.802
H 0.641 4.808 6.819
C 0.417 -0.656 -3.072
H 1.236 -2.574 -2.631

The calculation puts the lowest unoccupied orbital energy (alpha / beta) at -4.4753 / -6.4485 eV. Its molar mass is 965.991 g/mol. Its frontier orbital gap (alpha / beta) is 8.30 / 6.25 eV. Its total energy is -107633.9759 eV. The calculation puts the relative energy (zero: lowest compared OMol25 entry of this formula, charge and spin) at 0.117 eV. As for the charge: +2. As for the multiplicity: 2.

The Löwdin scheme yields these atomic charges, measured in e:
1 H 0.11
2 C -0.09
3 P 0.45
4 H -0.02
5 H 0.11
6 H 0.10
7 C -0.17
8 H 0.09
9 C -0.05
10 H 0.10
11 H 0.12
12 H 0.10
13 H 0.11
14 H 0.09
15 C -0.09
16 C -0.27
17 H 0.10
18 H 0.15
19 C -0.06
20 H 0.11
21 O -0.80
22 H 0.11
23 O -0.47
24 H 0.06
25 H 0.11
26 C -0.07
27 H -0.07
28 C -0.01
29 H 0.11
30 C -0.10
31 C -0.02
32 C 0.00
33 H 0.11
34 H 0.10
35 H 0.16
36 H 0.11
37 S 0.00
38 O -0.29
39 H 0.10
40 S -0.12
41 C -0.05
42 C -0.26
43 C -0.29
44 H 0.12
45 H 0.10
46 Tl 1.00
47 H 0.15
48 C -0.16
49 H 0.11
50 C -0.29
51 N 0.12
52 H 0.11
53 C -0.06
54 H 0.11
55 O -0.15
56 Sb 0.72
57 C -0.10
58 C -0.07
59 C -0.07
60 S 0.03
61 C -0.43
62 H 0.11
63 H 0.11
64 H 0.13
65 H 0.16
66 N -0.13
67 H 0.11
68 O -0.23
69 N -0.10
70 C -0.08
71 H 0.08
72 H 0.10
73 S 0.99
74 H 0.10
75 H 0.11
76 O -0.09
77 C 0.00
78 N 0.09
79 H 0.11
80 C -0.39
81 H 0.15

---

Record 2
DFT (ωB97M-V/def2-TZVPD) results for C42H42BrCl3N5O2SW as an isolated structure in a non-equilibrium geometry.

Geometry (Å):
C -3.621 5.503 1.881
C -0.341 3.589 2.558
N 1.229 1.497 -1.252
C -2.535 4.432 1.742
C -2.402 -2.646 3.110
H 1.090 -3.639 1.636
H -4.606 5.195 -0.049
C 0.749 4.786 4.502
Cl -0.408 -0.768 -3.167
C -2.601 3.426 0.787
C -1.283 3.032 -3.877
H 3.534 -1.808 -1.347
H -4.866 -6.886 0.992
W -0.698 0.887 -0.278
H -3.294 5.968 4.001
Cl -1.948 4.367 -3.002
H 1.628 4.781 5.150
H -2.174 7.127 2.046
C -4.843 5.187 1.018
C -1.417 4.476 2.600
H 0.915 4.760 -1.909
C -0.555 2.078 -5.946
C -4.082 5.598 3.344
H -0.886 -3.765 2.079
H 3.082 -3.722 0.178
H 0.719 5.750 3.990
H -2.895 -7.888 2.202
N 0.654 -0.765 -0.005
H -3.441 3.339 0.110
Br -2.927 -0.313 -0.704
C 3.347 1.820 -2.983
H -4.405 4.623 3.717
C -2.400 -0.292 2.583
C 0.866 2.307 4.312
S -1.325 -3.504 -1.431
C 0.408 -1.773 0.827
N -1.364 -0.446 1.738
H -1.384 5.267 3.338
H 3.706 -0.276 -2.647
C -0.590 0.751 -3.977
C 3.095 0.580 -2.407
C -0.343 0.854 -5.331
H -0.058 2.189 4.884
C -4.163 -6.212 0.520
C -3.076 1.024 2.788
C -2.467 -4.577 -0.650
O 0.406 1.620 1.235
N -3.691 -4.599 -1.164
C -3.045 6.856 1.444
H -0.327 3.723 -1.182
H -3.795 0.934 3.599
H -1.232 4.101 -5.730
C -2.333 -6.962 2.095
H 1.087 4.167 -0.247
H -5.610 5.944 1.187
Cl -0.224 2.248 -7.638
C -2.844 -6.135 0.953
H 0.974 1.446 3.650
H 1.701 2.307 5.017
H 2.171 4.710 2.180
H -2.836 -3.501 3.613
C 2.646 -1.825 -0.736
H -4.924 6.289 3.425
C -1.308 -2.792 2.275
C 0.740 3.910 -1.252
H 2.268 2.943 2.009
H -3.608 1.313 1.883
H -3.748 -1.216 3.954
H 2.774 3.883 -3.000
C -1.538 2.543 0.719
H -0.004 -0.001 -5.898
C -1.028 1.836 -3.211
H -2.370 1.815 3.032
C -2.912 -1.385 3.289
C 2.396 -2.887 0.125
H -0.133 4.707 5.142
C -0.463 2.633 1.560
C 0.843 3.622 3.518
H -2.736 6.825 0.397
C 2.043 0.473 -1.533
H 4.150 1.939 -3.699
H -3.791 7.646 1.557
C 1.514 2.725 -1.721
O -1.242 1.727 -1.905
C 2.148 3.761 2.722
C -4.548 -5.402 -0.532
C -0.810 -1.668 1.654
C -1.036 3.160 -5.234
H -2.430 -6.405 3.030
H -5.565 -5.417 -0.906
H -5.272 4.213 1.266
C 2.578 2.894 -2.610
N -1.994 -5.272 0.389
H -1.280 -7.191 1.947
C 1.284 -2.850 0.927
C 1.767 -0.771 -0.758
H 3.003 3.746 3.403

The calculation puts the lowest unoccupied orbital energy (alpha / beta) at -3.9445 / -4.4536 eV. Its molar mass is 1051.001 g/mol. Its frontier orbital gap (alpha / beta) is 6.17 / 5.78 eV. Its total energy is -176049.3960 eV. The calculation puts the relative energy (zero: lowest compared OMol25 entry of this formula, charge and spin) at 0.495 eV. As for the charge: +1. As for the multiplicity: 3.

The natural (NBO) scheme yields these atomic charges, measured in e:
1 C -0.08
2 C -0.10
3 N -0.52
4 C -0.05
5 C -0.15
6 H 0.24
7 H 0.21
8 C -0.61
9 Cl 0.08
10 C -0.16
11 C -0.08
12 H 0.24
13 H 0.23
14 W 1.80
15 H 0.21
16 Cl 0.05
17 H 0.22
18 H 0.21
19 C -0.61
20 C -0.13
21 H 0.24
22 C -0.02
23 C -0.60
24 H 0.25
25 H 0.24
26 H 0.21
27 H 0.23
28 N -0.53
29 H 0.22
30 Br -0.28
31 C -0.11
32 H 0.21
33 C 0.28
34 C -0.60
35 S 0.19
36 C 0.35
37 N -0.43
38 H 0.21
39 H 0.23
40 C -0.09
41 C -0.24
42 C -0.24
43 H 0.21
44 C -0.31
45 C -0.65
46 C 0.21
47 O -0.78
48 N -0.44
49 C -0.59
50 H 0.27
51 H 0.22
52 H 0.25
53 C -0.65
54 H 0.26
55 H 0.22
56 Cl 0.04
57 C 0.27
58 H 0.22
59 H 0.21
60 H 0.21
61 H 0.23
62 C -0.21
63 H 0.22
64 C -0.22
65 C -0.68
66 H 0.22
67 H 0.25
68 H 0.22
69 H 0.24
70 C -0.42
71 H 0.25
72 C 0.31
73 H 0.25
74 C -0.17
75 C -0.11
76 H 0.21
77 C 0.35
78 C -0.08
79 H 0.21
80 C 0.27
81 H 0.24
82 H 0.21
83 C 0.31
84 O -0.71
85 C -0.60
86 C 0.10
87 C 0.14
88 C -0.24
89 H 0.23
90 H 0.21
91 H 0.21
92 C -0.23
93 N -0.50
94 H 0.24
95 C -0.22
96 C 0.19
97 H 0.21

---

Record 3
DFT (ωB97M-V/def2-TZVPD) results for C47H35I2N5O4V as an isolated structure in a non-equilibrium geometry.

Geometry (Å):
C 0.296 0.184 3.669
C 3.547 1.978 0.293
C -0.620 -0.432 2.604
H -3.199 -5.758 0.270
H 2.702 -0.815 -1.626
H -3.823 -1.505 0.281
C 4.625 2.529 -3.822
I -3.887 0.159 -7.727
N -0.584 2.518 0.065
O -0.516 0.244 1.371
C -4.676 0.114 3.934
C 3.514 4.010 1.595
C 1.991 1.166 5.645
H 1.007 1.960 -2.632
C -3.144 5.043 0.220
C -2.059 0.534 -1.672
C -1.417 -3.224 -1.018
C -1.363 3.435 0.054
H 3.044 4.952 1.844
H 5.234 1.693 -1.949
H -2.424 -2.378 3.540
H -0.271 -2.487 3.212
C 2.161 1.556 4.327
H -0.741 -2.273 1.507
H -5.689 0.276 4.275
O -0.747 0.345 -1.455
C -3.806 0.666 -3.421
C 4.395 1.960 -2.581
C 5.290 2.426 1.891
N -4.118 5.623 0.428
C -3.685 -3.668 0.375
H 2.954 2.238 4.058
C 3.561 2.898 -4.632
C 1.319 -1.859 1.930
C 3.271 -0.369 -0.806
C 3.944 -1.703 1.220
H 5.230 0.688 0.654
C 1.311 1.072 3.343
C -1.979 -0.074 -5.387
C -1.737 -4.538 -0.716
H -0.548 -0.194 -3.806
C 0.121 -0.195 4.997
H -4.503 0.955 -2.645
C -0.136 -1.876 2.323
H 5.105 4.241 3.017
N -2.007 4.450 -0.044
H -4.318 2.189 3.500
C 4.678 3.618 2.243
H 1.427 2.981 -4.822
O -2.783 0.913 -0.777
C -3.264 -2.397 0.022
C 2.942 -1.115 0.460
H 6.208 2.123 2.376
C -2.832 -1.375 3.514
H -1.105 -5.353 -1.037
C -2.487 0.381 -3.077
C -2.903 -4.752 0.005
H 0.813 0.004 7.010
C -3.293 0.228 -5.718
C 4.729 1.609 0.918
H 3.746 3.350 -5.597
C 3.093 1.748 -2.145
C -2.616 0.972 3.056
C 2.851 1.122 -0.767
I 0.345 -2.815 -2.103
N -2.138 -2.184 -0.661
H -0.686 -0.867 5.262
C 2.272 -2.463 2.738
H -1.275 -0.369 -6.152
H -4.726 -1.997 4.296
H 1.447 1.401 2.321
H -4.608 -3.809 0.920
H 2.058 3.520 0.108
O 1.470 1.111 -0.489
N 1.649 -1.218 0.800
C 0.963 0.297 5.979
H 2.655 1.542 6.412
C -3.912 1.186 3.490
C 2.955 3.197 0.624
C -2.070 -0.310 3.066
H 4.979 -1.635 0.912
H -5.229 0.830 -5.012
H -2.016 1.807 2.714
C 2.026 2.115 -2.957
C -4.210 0.596 -4.741
C 2.262 2.690 -4.198
H 1.980 -2.978 3.642
H 5.642 2.691 -4.154
H 4.330 -0.442 -1.040
C -1.576 0.013 -4.067
V 0.003 0.845 0.005
H 4.364 -2.882 2.962
C -4.137 -1.161 3.943
C 3.602 -2.399 2.365

The calculation puts the lowest unoccupied orbital energy at -4.7289 eV. Its molar mass is 1038.580 g/mol. Its frontier orbital gap is 6.25 eV. Its total energy is -106831.3288 eV. The calculation puts the relative energy (zero: lowest compared OMol25 entry of this formula, charge and spin) at 1.575 eV. As for the charge: +1. As for the multiplicity: 1.

The Löwdin scheme yields these atomic charges, measured in e:
1 C -0.15
2 C -0.15
3 C -0.35
4 H 0.12
5 H 0.10
6 H 0.12
7 C -0.06
8 I 0.90
9 N 0.07
10 O -0.19
11 C -0.07
12 C -0.06
13 C -0.07
14 H 0.10
15 C -0.30
16 C -0.51
17 C -0.75
18 C -0.19
19 H 0.11
20 H 0.12
21 H 0.11
22 H 0.13
23 C -0.05
24 H 0.11
25 H 0.11
26 O -0.18
27 C 0.00
28 C -0.02
29 C -0.06
30 N 0.17
31 C -0.05
32 H 0.09
33 C -0.07
34 C -0.24
35 C -0.03
36 C -0.01
37 H 0.10
38 C -0.01
39 C -0.13
40 C -0.12
41 H 0.08
42 C -0.01
43 H 0.13
44 C -0.02
45 H 0.11
46 N 0.19
47 H 0.11
48 C -0.08
49 H 0.11
50 O 0.10
51 C -0.12
52 C -0.25
53 H 0.11
54 C -0.04
55 H 0.10
56 C -0.13
57 C -0.05
58 H 0.11
59 C -0.71
60 C -0.02
61 H 0.11
62 C -0.14
63 C -0.01
64 C -0.35
65 I 1.00
66 N 0.03
67 H 0.12
68 C 0.01
69 H 0.10
70 H 0.11
71 H 0.09
72 H 0.11
73 H 0.12
74 O -0.21
75 N 0.14
76 C -0.05
77 H 0.11
78 C -0.05
79 C -0.02
80 C -0.16
81 H 0.12
82 H 0.10
83 H 0.12
84 C -0.01
85 C -0.13
86 C -0.06
87 H 0.12
88 H 0.11
89 H 0.13
90 C -0.03
91 V 1.06
92 H 0.12
93 C -0.07
94 C -0.02